{"formula": "C43H26CrN6O6S5", "method": "ωB97M-V with the def2-TZVPD basis set", "mol_weight_da": 935.05, "homo_energy_ha": [-0.205, -0.205], "s_squared": 3.774, "charge": -1, "multiplicity": 4, "orbital_gap_ev": [6.55, 6.46], "species": ["Cr", "O", "S", "O", "O", "C", "C", "C", "C", "C", "C", "S", "O", "O", "O", "H", "H", "H", "H", "N", "C", "C", "C", "C", "C", "C", "C", "C", "C", "C", "C", "C", "N", "C", "C", "C", "C", "N", "H", "H", "H", "H", "H", "H", "H", "H", "H", "H", "S", "C", "C", "C", "C", "C", "C", "N", "C", "C", "C", "C", "C", "C", "C", "C", "N", "C", "C", "C", "C", "C", "S", "C", "H", "H", "H", "H", "H", "H", "H", "H", "H", "H", "H", "H", "S", "C", "N"], "xyz": [[-1.094, -0.159, 0.841], [0.483, 3.224, -1.314], [-0.831, 2.625, -1.176], [-1.434, 2.260, -2.430], [-0.825, 1.572, -0.132], [-1.788, 3.872, -0.287], [-1.287, 5.166, -0.280], [-1.850, 6.126, 0.547], [-2.906, 5.798, 1.384], [-3.414, 4.509, 1.383], [-2.855, 3.547, 0.554], [-3.664, 1.948, 0.521], [-4.943, 2.155, 1.170], [-3.753, 1.618, -0.877], [-2.829, 1.014, 1.331], [-0.445, 5.388, -0.921], [-1.455, 7.134, 0.553], [-3.338, 6.549, 2.034], [-4.256, 4.215, 1.994], [7.910, -1.804, 5.634], [6.942, -1.613, 5.044], [5.727, -1.371, 4.333], [5.682, -1.434, 2.941], [4.497, -1.202, 2.271], [3.326, -0.898, 2.967], [3.384, -0.835, 4.364], [4.563, -1.069, 5.042], [2.028, -0.677, 2.297], [1.297, 0.462, 2.655], [1.762, 1.580, 3.401], [0.712, 2.466, 3.483], [-0.359, 1.876, 2.789], [-0.017, 0.691, 2.288], [1.557, -1.650, 1.406], [2.190, -2.871, 1.052], [1.319, -3.539, 0.219], [0.185, -2.720, 0.100], [0.322, -1.589, 0.786], [6.583, -1.675, 2.391], [4.485, -1.238, 1.190], [2.476, -0.629, 4.913], [4.589, -1.035, 6.123], [2.756, 1.709, 3.797], [0.707, 3.433, 3.960], [-1.360, 2.254, 2.656], [3.148, -3.217, 1.400], [1.462, -4.501, -0.246], [-0.716, -2.930, -0.452], [5.042, 0.830, -1.986], [6.544, 0.190, -2.509], [6.378, -0.838, -3.382], [5.011, -1.114, -3.642], [4.154, -0.296, -2.960], [2.695, -0.351, -2.903], [2.008, 0.083, -1.751], [0.742, -0.141, -1.544], [-0.014, -0.728, -2.477], [0.538, -1.027, -3.746], [-0.309, -1.464, -4.802], [-1.628, -1.619, -4.589], [-2.205, -1.436, -3.295], [-3.572, -1.668, -3.100], [-4.112, -1.577, -1.848], [-3.232, -1.264, -0.794], [-1.949, -0.984, -0.933], [-1.409, -1.030, -2.201], [-5.538, -1.713, -1.576], [-6.238, -1.231, -0.506], [-7.629, -1.488, -0.592], [-7.974, -2.162, -1.719], [-6.606, -2.494, -2.699], [1.922, -0.874, -3.915], [7.465, 0.607, -2.135], [7.197, -1.387, -3.823], [4.676, -1.914, -4.288], [2.530, 0.613, -0.958], [0.132, -1.651, -5.774], [-2.285, -1.918, -5.397], [-4.203, -1.905, -3.949], [-3.602, -1.301, 0.221], [-5.791, -0.644, 0.282], [-8.337, -1.166, 0.158], [-8.952, -2.483, -2.040], [2.376, -1.161, -4.856], [-3.793, -2.516, 3.707], [-2.750, -1.876, 2.685], [-1.955, -1.435, 1.939]], "lowdin_spin": [2.85, 0.00, 0.00, 0.00, 0.03, 0.00, 0.00, 0.00, 0.00, 0.00, 0.00, 0.00, 0.00, 0.00, 0.01, 0.00, 0.00, 0.00, 0.00, 0.00, 0.00, 0.00, 0.00, 0.00, 0.00, 0.00, 0.00, 0.00, 0.00, 0.01, 0.00, 0.02, -0.02, 0.00, 0.01, 0.00, 0.01, -0.02, 0.00, 0.00, 0.00, 0.00, 0.00, 0.00, 0.00, 0.00, 0.00, 0.00, 0.00, 0.00, 0.00, 0.00, 0.00, 0.00, 0.00, 0.01, 0.00, 0.00, 0.00, 0.00, 0.00, 0.01, 0.00, 0.01, -0.01, 0.00, 0.00, 0.00, 0.00, 0.00, 0.00, 0.00, 0.00, 0.00, 0.00, 0.00, 0.00, 0.00, 0.00, 0.00, 0.00, 0.00, 0.00, 0.00, 0.05, 0.04, -0.02]}